Record 1
84
Properties=species:S:1:pos:R:3:forces:R:3:lowdin_charge:R:1 method="wB97M-V/def2-TZVPD" spin_multiplicity=1 homo_lumo_gap_ev=9.85 e_lumo_ev=-0.3
Cl -2.519 -7.880 2.494 0.0 0.0 0.0 0.5051
Cl -5.673 3.937 0.445 0.1 0.0 0.1 0.4841
Cl -3.445 -3.806 5.629 -0.3 0.1 0.2 0.4979
Cl -6.465 6.723 0.354 0.0 0.0 0.0 0.5272
Cl -0.396 1.453 -0.030 -0.1 -0.1 0.1 0.5583
Cl -3.131 0.575 0.243 0.0 0.2 -0.1 0.5501
Cl -4.132 2.768 -4.434 -0.1 0.0 0.1 0.5265
Cl -2.235 2.972 1.582 0.0 0.0 0.0 0.5432
Cl -2.860 -4.241 2.057 0.0 0.0 0.1 0.5165
Cl -0.204 -4.062 -5.258 -0.3 -0.3 0.0 0.5035
Cl -5.689 3.812 -6.631 0.0 0.0 0.0 0.5231
Cl 0.024 4.412 -1.323 0.4 0.3 0.0 0.5007
Cl -2.990 2.901 -7.076 0.0 0.0 0.0 0.5271
Cl -3.728 5.977 -0.152 0.0 0.1 0.0 0.5138
Cl 11.585 2.123 2.852 0.0 0.0 0.0 0.5281
Cl 9.115 3.599 2.642 0.2 0.1 -0.1 0.4807
Cl 2.483 3.868 0.103 -0.2 -0.2 -0.1 0.4935
Cl -0.892 -2.916 3.726 0.0 0.0 -0.2 0.4904
Cl 4.939 6.716 -0.341 0.1 0.1 0.1 0.4957
Cl 2.355 -8.674 3.355 0.1 0.0 -0.1 0.5018
Cl 7.630 5.710 -0.132 0.0 0.0 0.0 0.5086
Cl 4.367 3.489 5.482 0.0 0.0 0.1 0.5351
Cl -1.310 -6.608 -4.481 0.0 0.0 0.0 0.5501
Cl 2.357 -5.791 3.434 0.0 0.0 0.0 0.5084
Cl -8.103 4.122 -1.667 -0.1 0.0 -0.1 0.4916
Cl 7.149 8.552 -0.081 0.0 0.0 0.0 0.5266
Cl 1.508 -0.156 2.112 -0.1 0.0 0.1 0.5109
Cl -9.090 6.565 -2.831 0.0 0.0 0.0 0.5202
Cl -2.530 2.939 -1.288 -0.4 -0.2 -0.1 0.4675
Cl 10.819 3.299 0.332 0.0 0.0 0.0 0.5199
Cl 2.769 -7.302 5.854 0.0 0.0 0.0 0.5199
Cl 9.365 1.032 1.366 0.0 0.0 0.0 0.5236
Cl -5.075 0.995 -6.499 0.0 0.0 0.0 0.5287
Cl 4.217 -0.242 3.042 0.1 0.0 0.1 0.5127
Cl 4.819 -7.243 3.825 0.0 0.0 0.0 0.5278
Cl -3.426 -10.368 3.640 0.0 0.0 0.0 0.5287
Cl -4.493 -4.987 8.060 0.0 0.0 -0.1 0.5327
Cl 6.265 5.051 3.977 0.0 -0.1 0.0 0.5143
Cl -8.694 4.234 -4.484 0.0 0.0 0.0 0.5078
Cl -10.843 4.291 -2.560 0.0 0.0 0.0 0.5272
Cl -3.244 -1.490 2.872 0.0 -0.2 0.1 0.5109
Cl -1.179 -2.183 0.966 0.0 -0.1 -0.1 0.5669
Cl 1.383 6.528 0.079 0.0 0.0 0.0 0.5282
Cl -0.655 -6.111 -7.247 0.0 0.0 0.0 0.5418
Cl 3.147 -2.441 1.505 0.0 -0.1 0.1 0.5407
Cl -1.679 -4.399 7.821 0.0 0.0 0.0 0.5214
Cl 6.778 7.072 -2.529 0.0 0.0 0.0 0.5237
Cl -4.818 5.752 2.510 0.0 0.0 0.0 0.5295
Cl -2.897 -4.760 -6.026 0.0 0.0 0.0 0.5383
Cl 6.430 2.160 3.986 -0.1 0.0 0.0 0.4918
Cl 2.559 5.414 -2.304 -0.2 0.0 -0.2 0.5195
Cl -1.245 -10.361 1.750 0.0 0.0 0.0 0.5231
Cl -0.864 -9.272 4.389 -0.1 0.0 0.1 0.4981
Cl -2.826 -6.521 6.253 0.0 -0.2 0.1 0.5097
Cl 2.244 -2.002 4.211 0.2 0.1 0.1 0.4991
Cl 4.253 3.505 2.613 0.2 0.0 0.1 0.4901
S 1.913 -2.069 -4.257 0.1 0.2 0.1 0.8618
O 2.281 -0.565 -1.215 0.4 0.2 0.4 0.1555
O -1.767 -2.118 -2.689 0.5 0.3 -0.3 0.1740
O 1.681 -0.661 -3.360 -0.1 -0.1 0.0 -0.4076
O -1.158 0.198 -2.897 0.9 -0.3 -0.1 0.0124
O 0.255 -1.359 -1.675 -0.1 0.3 -0.8 0.1608
C 2.780 -1.212 2.721 0.0 0.0 -0.1 -2.0257
C -3.124 -4.927 6.948 0.1 0.0 -0.1 -2.0536
C 1.602 5.050 -0.869 0.1 0.1 0.0 -2.0275
C -1.205 0.438 -4.309 0.0 -0.1 -0.2 -0.0407
C -2.075 1.984 0.128 0.1 -0.1 0.0 -1.9775
C -5.174 5.603 0.786 0.0 -0.1 0.0 -2.0412
C -2.016 -9.472 3.069 0.0 0.1 0.0 -2.0576
C 5.333 3.544 4.005 -0.1 0.0 0.1 -2.0323
C 6.623 7.012 -0.768 0.0 0.0 0.0 -2.0514
C 3.078 -7.252 4.114 -0.1 0.0 0.0 -2.0579
C 1.454 -0.850 -2.004 -0.4 0.0 0.2 -0.6451
C -4.476 2.621 -6.159 0.0 0.0 0.0 -2.0555
C -9.184 4.801 -2.883 0.0 0.0 0.0 -2.0540
C -1.276 -5.401 -5.759 0.0 0.1 0.0 -2.0380
C 10.222 2.516 1.800 0.0 0.0 0.0 -2.0537
C -2.044 -2.709 2.405 0.1 0.0 0.0 -2.0162
B -0.885 -1.072 -2.467 -0.8 -0.4 -0.2 -0.8573
H -0.952 -0.474 -4.884 -0.2 0.3 0.2 0.0873
H -1.615 -2.617 -3.504 -0.1 -0.1 0.3 0.0558
H -0.451 1.205 -4.555 -0.4 -0.2 0.1 0.1099
H -2.211 0.761 -4.601 0.3 0.0 0.1 0.0461
H 1.161 -1.708 -5.309 0.0 0.2 0.1 -0.1326

***

Record 2
19
Properties=species:S:1:pos:R:3:forces:R:3:lowdin_charge:R:1 method="wB97M-V/def2-TZVPD" spin_multiplicity=1 homo_lumo_gap_ev=9.07 e_lumo_ev=0.8 e_above_lowest_kcal_mol=14.5 smiles=Cc1c[nH]cc1C.O
O 0.009 -0.047 2.946 0.0 0.6 -0.1 -0.0587
N 0.892 1.758 0.125 0.1 0.0 0.1 0.0054
C 0.584 -0.386 -0.357 -0.1 0.0 -0.3 -0.2624
C -0.637 0.324 -0.603 0.4 -0.6 0.1 -0.2551
C -0.402 1.636 -0.290 -0.5 0.2 -0.8 -0.1060
C 1.490 0.526 0.090 0.3 0.3 0.0 -0.1015
C -1.888 -0.309 -1.135 0.3 0.8 0.1 -0.0439
C 0.813 -1.842 -0.554 0.1 -0.8 -0.4 -0.0500
H -0.459 0.438 2.251 -0.2 -0.4 -0.1 0.0171
H 2.511 0.412 0.411 0.1 -0.1 0.0 0.1205
H 0.743 -2.397 0.377 -0.1 -0.1 0.2 0.0789
H 1.364 2.624 0.304 0.0 0.0 0.0 0.1425
H -1.007 2.476 -0.604 0.1 0.1 0.5 0.1192
H -1.979 -1.311 -0.752 0.0 -0.5 -0.3 0.0693
H 1.764 -2.116 -1.019 0.3 0.5 0.3 0.0767
H -1.932 -0.242 -2.221 0.0 -0.4 -0.1 0.0820
H 0.118 -2.301 -1.259 -0.4 0.2 0.2 0.0698
H 0.764 0.540 3.063 0.2 -0.3 0.2 0.0302
H -2.750 0.216 -0.771 -0.5 0.4 0.2 0.0660

***

Record 3
15
Properties=species:S:1:pos:R:3:forces:R:3:lowdin_charge:R:1 method="wB97M-V/def2-TZVPD" spin_multiplicity=5 homo_lumo_gap_ev="3.03 / 2.99" e_lumo_ev="-16.1 / -16.1" total_charge=+3 e_above_lowest_kcal_mol=0.0
Pb -1.054 1.278 2.057 -1.9 2.4 -0.4 1.7599
Cd 4.736 1.736 0.369 -0.8 0.0 -0.2 1.7668
Fe 0.447 -1.551 -1.680 -2.6 0.3 1.5 1.3180
O 0.084 -2.131 0.206 1.0 0.7 -0.2 -0.1099
O 1.293 1.509 0.969 0.9 0.6 -1.0 -0.0629
O 0.883 0.311 -0.747 0.5 1.0 -0.6 -0.0112
O 2.858 1.110 -0.503 1.4 0.3 -0.5 -0.1355
O -2.463 1.218 -2.130 0.8 -1.0 0.7 0.1777
O -2.051 0.852 -0.070 0.8 -0.7 0.6 -0.2466
O -0.525 -0.651 1.718 1.6 -2.0 0.4 -0.3050
O -1.435 -2.627 1.610 1.4 2.0 0.2 0.2576
O -1.735 -0.727 -1.626 2.2 -1.6 0.4 -0.0369
N 1.643 1.032 -0.110 -1.0 -1.4 2.1 -0.4638
N -2.039 0.441 -1.304 -1.9 3.2 -1.1 -0.5032
N -0.642 -1.801 1.240 -2.3 -3.8 -1.8 -0.4050